Entry 1:
The following is a quantum chemistry calculation of a gas-phase ion, C10H23ClN4OP (charge +1), from OMol25.

For the LUMO energy, the calculation gives -3.89 eV. As for the HOMO-LUMO gap: 8.258 eV. The value obtained for the total energy is -1490.376494 a.u. Its HOMO energy is -12.148 eV. The structure (SMILES) is CCN(CCN/C(NCl)=[NH+]\P(C)CC)C(C)=O.

```
! wB97M-V def2-TZVPD RIJCOSX def2/J DEFGRID3
* xyz 1 1
Cl 4.44 -1.51 -2.61
P -0.22 -1.89 -2.99
O 0.23 1.61 4.24
N 3.40 -1.04 -1.34
N 1.37 0.00 -0.82
N -0.09 1.36 2.01
N 1.47 -1.78 -2.34
C 2.07 -0.95 -1.52
C -1.15 -2.41 -1.47
C -0.01 0.87 3.33
C -0.59 -0.12 -3.25
C -2.41 -1.61 -1.15
C -0.26 -0.61 3.55
C -0.81 2.65 1.89
C -0.37 0.44 0.93
C -0.23 3.54 0.79
C 0.86 -0.38 0.54
H -1.16 -0.04 -4.17
H -0.64 1.05 0.06
H -1.32 -0.82 3.37
H 1.65 -0.17 1.27
H -0.70 3.37 -0.18
H 0.68 -1.46 0.54
H -3.13 -1.64 -1.97
H -1.87 2.45 1.69
H 1.95 0.83 -0.73
H 0.84 3.37 0.70
H 3.83 -0.33 -0.76
H -0.75 3.14 2.85
H -1.45 -3.44 -1.69
H 0.35 0.43 -3.38
H 2.08 -2.48 -2.75
H -1.13 0.36 -2.43
H -0.02 -0.84 4.58
H -2.20 -0.56 -0.92
H 0.31 -1.25 2.88
H -1.23 -0.22 1.13
H -0.48 -2.47 -0.61
H -2.91 -2.04 -0.27
H -0.38 4.59 1.04
*
```

=====

Entry 2:
The following is a quantum chemistry calculation of a molecular structure, C3H4F3O6S3 in a non-equilibrium geometry, from OMol25.

For the LUMO energy (alpha / beta), the calculation gives 3.13 / 0.11 eV. As for the HOMO-LUMO gap (alpha / beta): 6.056 / 5.909 eV. Its expectation value of S² is 2.0088. The value obtained for the total energy is -2062.146140 a.u. Its HOMO energy (alpha / beta) is -2.929 / -5.804 eV.

```
! wB97M-V def2-TZVPD RIJCOSX def2/J DEFGRID3
* xyz -1 3
S 1.58 0.40 -0.69
S -2.78 -1.88 0.38
S -1.07 0.20 -0.97
F 2.79 -1.62 0.45
F 2.32 -0.04 1.88
F 4.05 0.13 0.58
O -1.92 -3.04 0.56
O -2.24 -0.64 -1.12
O 1.56 1.81 -0.25
O -2.75 -0.90 1.45
O -0.78 0.87 -2.24
O 2.39 0.16 -1.87
C 2.76 -0.29 0.61
C -1.50 1.53 0.20
C 0.26 -0.60 -0.33
H -1.34 1.33 1.28
H 0.25 -1.66 -0.25
H -2.53 1.75 0.23
H -1.05 2.50 0.08
*
```

=====

Entry 3:
The following is a quantum chemistry calculation of 7 unconnected molecules or ions with the total composition C6H27N2O6 in a non-equilibrium geometry, from OMol25.

For the LUMO energy, the calculation gives -2.62 eV. As for the HOMO-LUMO gap: 9.359 eV. The value obtained for the total energy is -805.512526 a.u. Its HOMO energy is -11.982 eV.

```
! wB97M-V def2-TZVPD RIJCOSX def2/J DEFGRID3
* xyz 1 1
O 1.99 -1.58 -1.44
O 1.18 -1.65 -4.31
O -0.76 0.06 -3.32
O 3.08 -0.07 0.50
O 1.90 1.63 -3.19
O -0.55 3.56 -0.07
N -1.23 0.81 -0.84
N -0.61 -0.32 1.51
C -0.14 -1.49 3.60
C -1.98 -0.41 -0.51
C -0.84 -0.14 3.85
C -0.56 0.66 2.60
C -1.97 -0.57 1.02
C 0.06 -1.50 2.06
H -0.34 -2.41 1.62
H -2.63 0.22 1.37
H -1.15 1.10 -1.84
H 0.43 1.14 2.64
H -0.08 -0.54 -3.67
H 2.16 1.01 -3.89
H -0.54 4.36 0.48
H 1.05 -1.80 -1.30
H -0.84 -2.27 3.89
H -1.11 1.57 2.35
H 1.60 -2.50 -4.10
H -1.64 1.63 -0.38
H -0.25 0.69 -0.55
H -0.53 0.27 4.82
H 3.39 0.81 0.71
H -2.32 -1.58 1.25
H -3.03 -0.22 -0.75
H -0.17 3.92 -0.89
H -1.71 -1.24 -1.16
H 3.65 -0.82 0.70
H -1.50 0.08 -3.93
H 2.27 2.45 -3.53
H 1.11 -1.46 1.78
H 0.76 -1.51 4.19
H 1.78 -1.12 -3.77
H 1.99 -0.62 -1.50
H -1.93 -0.14 4.01
*
```

=====

Entry 4:
The following is a quantum chemistry calculation of 2 unconnected molecules or ions with the total composition C30H51N2O6S in a non-equilibrium geometry, from OMol25.

For the LUMO energy, the calculation gives -6.62 eV. As for the HOMO-LUMO gap: 5.523 eV. The value obtained for the total energy is -2132.498290 a.u. Its HOMO energy is -12.139 eV.

```
! wB97M-V def2-TZVPD RIJCOSX def2/J DEFGRID3
* xyz 1 1
S -1.64 -4.42 -1.63
O -3.42 1.83 -0.29
O -2.68 -3.49 -1.29
O 0.13 -3.94 1.92
O 1.56 -2.98 0.50
O -2.04 -5.72 -2.07
O 2.33 -4.13 2.28
N -4.09 2.64 0.26
N -0.42 -0.23 -3.31
C 0.29 -2.30 0.42
C -5.20 3.90 -1.55
C 2.51 1.76 0.54
C -4.35 5.15 0.49
C 6.08 -3.32 1.22
C 5.43 -2.28 2.13
C -5.38 2.04 0.80
C 5.79 -3.04 -0.25
C 4.81 1.06 -0.34
C 3.98 1.43 0.89
C -0.60 -3.48 0.78
C 1.66 -0.43 1.53
C 1.46 -3.73 1.63
C -6.41 2.06 -0.34
C -1.34 -0.31 -2.35
C -4.10 3.97 -0.48
C -6.55 3.41 -1.03
C -5.15 0.62 1.29
C 0.04 -1.61 -0.89
C -2.75 4.24 -1.12
C 4.46 -0.31 -0.93
C 5.68 -0.90 -1.68
C -1.18 -0.97 -1.13
C 1.48 1.10 1.45
C 6.52 -1.80 -0.79
C -0.59 -4.64 -0.20
C 1.01 -1.57 -1.89
C -5.90 2.83 2.02
C 0.73 -0.87 -3.07
C 0.32 -1.20 1.51
H -0.47 -0.48 1.37
H -7.24 3.31 -1.87
H 5.65 -4.29 1.48
H 5.85 1.02 -0.03
H -6.07 0.24 1.72
H 0.41 -4.88 -0.56
H 4.35 -2.31 1.96
H -3.60 5.17 1.28
H 5.37 -1.41 -2.60
H 4.44 2.32 1.31
H -5.30 4.89 -1.98
H 4.73 1.83 -1.10
H -2.51 3.54 -1.92
H 4.06 0.64 1.63
H 6.91 -1.19 0.03
H 2.16 -0.65 2.46
H 5.64 -2.47 3.17
H -4.86 3.24 -2.36
H 2.31 -0.72 0.71
H -0.99 -5.53 0.29
H -2.29 0.18 -2.54
H 6.29 -0.05 -1.99
H 7.15 -3.39 1.40
H 1.48 -0.84 -3.84
H -6.43 3.75 1.76
H -5.33 5.14 0.95
H 1.53 1.54 2.44
H 0.14 -1.63 2.49
H -6.14 1.30 -1.08
H -1.94 4.21 -0.38
H -1.96 -0.98 -0.39
H 3.64 -0.24 -1.65
H 5.77 -1.28 1.89
H 7.39 -2.16 -1.33
H 1.96 -2.06 -1.74
H -4.87 -0.06 0.48
H 2.39 2.84 0.54
H 4.71 -2.94 -0.37
H 4.17 -0.99 -0.14
H 6.08 -3.89 -0.87
H -2.76 5.24 -1.56
H 2.32 1.43 -0.49
H -7.37 1.76 0.09
H -4.27 6.08 -0.07
H -5.09 3.08 2.71
H -1.60 -3.10 0.94
H -6.62 2.22 2.56
H -6.99 4.15 -0.36
H 0.49 1.36 1.06
H -4.37 0.58 2.05
H -0.80 -3.90 -2.56
*
```

=====

Entry 5:
The following is a quantum chemistry calculation of 2 unconnected molecules or ions with the total composition C4H13N2 in a non-equilibrium geometry, from OMol25.

For the LUMO energy, the calculation gives -3.61 eV. As for the HOMO-LUMO gap: 10.680 eV. The value obtained for the total energy is -269.436989 a.u. Its HOMO energy is -14.292 eV.

```
! wB97M-V def2-TZVPD RIJCOSX def2/J DEFGRID3
* xyz 1 1
N 0.74 -0.54 0.72
N 0.26 2.08 -0.38
C -1.54 -0.09 1.11
C 1.95 -0.81 -0.12
C -0.87 -0.94 -1.04
C -0.43 -0.51 0.24
H 1.84 -1.92 -0.16
H 0.05 -0.78 -1.65
H -0.29 2.41 -1.11
H 1.82 -0.42 -1.09
H -0.91 -2.05 -0.99
H -1.69 -0.35 -1.38
H -0.16 2.25 0.49
H -2.13 0.66 0.62
H 2.79 -0.45 0.40
H -2.16 -1.11 1.15
H -1.25 0.02 2.09
H 0.79 0.04 1.52
H 1.20 2.50 -0.42
*
```

=====

Entry 6:
The following is a quantum chemistry calculation of a molecular structure, C19H42P2PbSi in a non-equilibrium geometry, from OMol25.

For the LUMO energy (alpha / beta), the calculation gives -0.25 / -0.08 eV. As for the HOMO-LUMO gap (alpha / beta): 6.717 / 5.741 eV. The value obtained for the total energy is -1913.768334 a.u. Its HOMO energy (alpha / beta) is -6.967 / -5.824 eV.

```
! wB97M-V def2-TZVPD RIJCOSX def2/J DEFGRID3
* xyz 0 1
Pb 2.05 0.47 -2.83
P -1.83 1.83 -2.33
P -1.87 -2.38 -1.66
Si 0.31 1.46 2.09
C 2.39 1.43 -6.29
C -0.88 2.88 2.49
C -3.18 2.94 -2.86
C 2.18 -0.54 -4.75
C -0.73 0.99 -6.07
C 3.05 0.12 -5.78
C 0.32 1.52 0.22
C 0.15 2.07 -5.58
C -0.57 0.01 2.93
C 0.80 -0.74 -4.94
C -2.57 -3.83 -2.53
C 1.46 1.99 -5.27
C 1.97 1.65 2.96
C -0.17 -2.68 -2.37
C -0.12 -0.42 -6.05
C -2.88 -0.88 -2.29
C 2.04 -0.73 -0.59
C -2.32 0.17 -3.29
C -0.42 2.93 -2.91
H -1.44 -0.15 -3.86
H 2.76 -1.15 -3.99
H -1.66 0.19 3.00
H 1.73 1.87 4.01
H -3.71 3.24 -1.95
H 0.17 -1.83 -2.95
H -3.79 -1.36 -2.74
H 4.01 0.30 -5.27
H -2.80 3.86 -3.35
H -3.23 -0.37 -1.40
H -0.18 -3.53 -3.06
H 1.89 1.21 -7.25
H -1.68 1.03 -5.52
H -3.85 2.42 -3.54
H 2.59 0.74 2.96
H 3.24 -0.55 -6.64
H 0.31 -1.55 -4.45
H 2.61 -1.68 -0.73
H -2.06 -4.03 -3.50
H 1.00 -0.93 -0.22
H -3.65 -3.75 -2.71
H -0.63 3.32 3.46
H 3.21 2.11 -6.52
H -0.50 3.94 -2.48
H 0.83 2.30 -0.35
H 0.61 2.57 -2.75
H -0.20 -0.07 3.97
H -0.99 -1.09 -5.89
H -0.61 1.23 -0.31
H -0.86 3.67 1.73
H -3.13 0.37 -4.03
H 0.23 -0.69 -7.06
H 1.97 2.51 -4.44
H -1.91 2.49 2.55
H 2.60 2.47 2.59
H -0.59 3.05 -3.99
H -1.00 1.25 -7.10
H 0.63 -2.78 -1.63
H 2.48 -0.05 0.16
H -2.40 -4.72 -1.90
H -0.44 -0.97 2.46
H -0.33 3.08 -5.79
*
```

=====

Entry 7:
The following is a quantum chemistry calculation of 2 unconnected molecules or ions with the total composition C3H2O3 in a non-equilibrium geometry, from OMol25.

For the LUMO energy, the calculation gives 0.06 eV. As for the HOMO-LUMO gap: 8.587 eV. The value obtained for the total energy is -341.158643 a.u. Its HOMO energy is -8.525 eV.

```
! wB97M-V def2-TZVPD RIJCOSX def2/J DEFGRID3
* xyz 0 1
O -2.35 0.70 0.97
O 1.29 -0.52 0.87
O -0.64 0.98 -1.68
C 0.95 -0.50 -0.45
C 0.09 0.31 -1.05
C -1.25 0.48 1.08
H 1.39 -1.27 -1.08
H 0.52 -0.17 1.35
*
```

=====

Entry 8:
The following is a quantum chemistry calculation of a molecular structure, C21H18Cl2F6N2O4PS2V in a non-equilibrium geometry, from OMol25.

For the LUMO energy (alpha / beta), the calculation gives -12.67 / -12.01 eV. As for the HOMO-LUMO gap (alpha / beta): 5.146 / 5.795 eV. Its expectation value of S² is 0.7973. The value obtained for the total energy is -4821.625531 a.u. Its HOMO energy (alpha / beta) is -17.818 / -17.809 eV.

```
! wB97M-V def2-TZVPD RIJCOSX def2/J DEFGRID3
* xyz 3 2
V 0.86 1.46 -0.37
Cl -0.54 3.12 -0.84
Cl 0.88 1.69 -2.76
S 3.08 0.09 0.96
S 4.32 2.32 0.34
P -0.80 -0.21 -0.26
F 5.57 -0.51 0.22
F 4.24 -2.19 0.55
F 2.11 3.68 1.05
F 4.03 -1.02 -1.23
F 3.62 4.98 0.18
F 2.45 3.62 -1.04
O 4.07 1.55 -0.85
O 2.33 -0.68 1.88
O 2.06 0.44 -0.15
O 5.59 2.77 0.70
N 0.41 1.68 1.69
N 3.51 1.48 1.49
C -1.74 -1.48 3.52
C -0.33 0.61 2.34
C 0.95 -2.15 -1.24
C 1.27 -3.44 -1.63
C -1.14 -0.51 4.30
C -3.45 0.65 -0.03
C -2.47 0.12 -0.87
C -5.11 0.16 -1.73
C -1.04 -4.10 -1.38
C 3.11 3.79 0.14
C -0.17 3.10 -2.55
C -2.80 -0.32 -2.16
C -1.37 -2.81 -0.98
C -0.93 -0.38 1.55
C 0.28 -4.42 -1.65
C -0.45 0.54 3.72
C -0.37 -1.84 -0.90
C 4.37 -0.99 0.05
C -1.63 -1.43 2.14
C -4.11 -0.31 -2.58
C -4.77 0.64 -0.46
H -2.29 -2.29 3.97
H 0.54 -5.45 -1.86
H -1.82 -4.85 -1.45
H -3.20 1.00 0.96
H -2.40 -2.57 -0.75
H -2.09 -2.18 1.52
H -1.20 -0.58 5.38
H 2.27 -3.69 -1.94
H -5.55 0.96 0.21
H 1.36 1.67 2.09
H -4.38 -0.68 -3.56
H -6.14 0.15 -2.04
H -1.10 2.99 -3.13
H -2.01 -0.67 -2.82
H 0.02 2.58 2.01
H 0.00 1.30 4.34
H 1.70 -1.38 -1.24
H 0.36 4.02 -2.83
*
```